[1]
69
Properties=species:S:1:pos:R:3:forces:R:3 method="wB97M-V/def2-TZVPD" multiplicity=4 charge=0 lumo_ev="-3.53 / -2.72"
Ti -7.3035 -2.4991 -4.4162 0.08 0.00 0.17
O -2.8341 -0.5337 -1.4469 0.38 -0.79 -0.25
H -2.2771 0.2148 -1.2209 0.36 1.01 0.67
H -3.7570 -0.4798 -1.1881 -0.96 0.30 0.90
H -2.7985 -0.6303 -2.4013 0.35 -0.50 -1.45
C -7.2767 -1.7090 2.1056 0.21 1.51 -2.09
O -6.1979 -2.5548 2.4777 0.13 -0.21 0.82
O -7.0536 -1.2693 0.8061 -0.97 -1.20 1.72
C -8.6950 -2.3685 2.4292 0.76 0.95 -0.06
F -8.9515 -2.4373 3.7772 0.27 0.40 -0.38
F -9.7236 -1.6523 1.8932 0.60 -0.44 0.25
F -8.7680 -3.6081 2.0122 -0.38 -1.21 -0.77
C -5.8703 -2.7798 3.8643 1.98 -1.88 -1.54
C -4.4708 -3.6223 3.8075 -0.91 1.63 0.66
H -3.7681 -3.1812 3.1005 -0.66 -0.41 -1.08
H -3.8035 -3.4392 4.6497 -0.70 -0.24 0.99
H -4.6626 -4.6925 3.7308 0.24 0.21 -0.43
H -6.6135 -3.4726 4.2589 -0.08 0.46 0.62
H -5.6966 -1.8704 4.4396 -0.46 0.13 -0.05
H -7.3239 -0.8254 2.7421 0.27 0.38 0.73
C -0.7914 -1.9625 -6.7608 -4.13 -0.27 3.05
O 0.1948 -2.3784 -5.7691 -1.11 0.59 -1.74
O -1.9631 -1.7141 -5.9885 2.02 0.71 -1.87
C -0.3055 -0.8452 -7.7699 1.20 0.60 2.75
F 0.6928 -0.0893 -7.1747 -1.07 0.65 0.32
F 0.3890 -1.3956 -8.7335 -0.06 -1.10 -2.17
F -1.2337 -0.0044 -8.2854 0.61 -0.81 0.42
C 1.1226 -3.3521 -6.1510 1.97 1.42 1.11
C 1.8448 -3.6021 -4.8254 0.32 -1.24 1.10
H 1.6426 -2.8011 -4.1144 0.11 0.39 -0.46
H 1.5552 -4.4692 -4.2318 -0.51 -0.43 -0.36
H 2.9254 -3.7299 -4.8889 0.09 0.23 -0.40
H 1.9068 -2.8440 -6.7121 0.02 -0.15 -0.87
H 0.7852 -4.2141 -6.7265 -0.49 -0.08 0.28
H -1.0550 -2.8206 -7.3790 0.58 -0.37 -0.58
C 5.5620 0.2274 2.3829 1.92 -2.01 1.20
C 5.8250 0.2148 3.9380 1.52 -0.87 -1.73
C 7.2819 0.4749 4.3907 0.10 0.33 -1.49
O 8.0265 -0.7104 4.1450 -0.24 -0.87 1.18
C 9.3216 -0.7541 4.7175 0.32 1.07 -0.47
N 4.8594 1.0891 4.4184 -1.55 1.47 2.32
H 6.0781 -0.6674 2.0348 0.06 0.08 -0.78
H 6.0163 1.1087 1.9302 -0.39 0.07 -0.07
H 4.4962 0.0718 2.2158 0.13 0.37 -0.21
H 5.6124 -0.7617 4.3730 -0.09 -0.27 -0.29
H 7.3509 0.9026 5.3909 -0.18 -0.58 0.42
H 7.7580 1.2107 3.7425 -0.12 0.64 -0.18
H 9.8402 -1.6694 4.4323 -0.30 0.07 -0.15
H 9.4354 -0.6144 5.7925 -0.88 -0.38 0.42
H 9.8663 0.1176 4.3548 0.47 0.01 -0.48
H 4.0210 0.6139 4.1161 -0.65 0.71 0.39
H 4.8968 1.9750 3.9348 -0.10 0.17 -0.07
C 0.9892 5.3977 -1.8011 1.59 -0.20 0.21
C 0.2970 4.2292 -1.1548 -2.65 1.38 -0.91
C -0.3180 4.7132 0.1996 0.78 -1.85 -0.08
O -1.0215 3.6659 0.8441 2.51 -0.22 -2.94
C -1.6144 3.9554 2.0125 -2.36 -1.33 1.67
N -0.8220 3.8426 -2.0345 -1.40 -0.61 0.02
H 0.5306 6.3855 -1.8467 -0.56 -0.29 0.29
H 1.1938 5.0728 -2.8212 0.44 0.31 -0.02
H 1.9103 5.4880 -1.2252 0.50 0.50 -0.44
H 0.9815 3.3809 -1.1592 -0.03 0.07 0.81
H -1.0635 5.5019 0.0977 0.48 0.59 -0.53
H 0.5330 4.9853 0.8240 0.00 0.59 0.19
H -1.7972 4.9851 2.3195 0.31 0.23 -0.38
H -1.2008 3.3714 2.8347 0.48 0.33 0.32
H -2.5570 3.4526 1.7961 -0.95 0.45 1.12
H -0.6483 3.7917 -3.0281 1.13 -0.46 -0.09
H -1.5054 4.5851 -2.0777 -0.35 0.28 0.74

=====

[2]
63
Properties=species:S:1:pos:R:3:forces:R:3 method="wB97M-V/def2-TZVPD" multiplicity=3 charge=+1 lumo_ev="-2.06 / -5.48"
O 1.0726 -1.5689 1.4482 1.58 -2.26 4.25
V 0.5181 -0.8465 0.1459 -1.31 -0.41 -3.97
O 0.2929 0.6964 0.4487 -0.55 2.89 0.59
C -0.0763 4.3217 1.5543 1.08 -0.38 -0.66
C 1.4017 4.8441 1.3320 -2.06 -0.49 0.72
C 2.4658 3.7669 1.1285 1.19 0.93 -0.52
C 2.5417 2.5484 1.8888 -0.74 -1.87 1.38
N 2.6054 1.5297 2.4418 0.00 1.39 -0.64
H -0.1655 3.8065 2.5106 0.03 0.44 0.23
H -0.3427 3.5339 0.8497 0.11 0.04 -0.38
H -0.8146 5.1150 1.4378 0.15 0.05 0.29
H 1.6030 5.4486 2.2164 0.41 -0.10 0.01
H 1.4405 5.5382 0.4925 0.03 -0.19 -0.10
H 3.4127 4.2644 1.3382 0.27 0.09 -0.04
H 2.5908 3.4496 0.0933 -0.45 0.11 -0.24
C -3.7419 0.4925 -1.3223 0.38 -0.22 -0.66
O -2.5452 -0.2427 -1.6337 -0.32 0.20 0.56
C -1.8308 0.1990 -2.7413 0.32 -0.05 -0.69
C -0.5556 -0.5982 -2.9472 -1.13 -0.57 0.15
N 0.5564 -0.2326 -2.0721 0.33 -1.37 -1.34
C 1.7979 -0.8311 -2.6679 1.17 1.09 0.49
C 2.9961 -0.3997 -1.8611 0.57 0.24 1.44
O 2.7564 -0.5458 -0.4225 -0.39 -0.04 -1.20
C 3.9298 -0.5437 0.4123 -0.05 -0.47 -0.28
H -4.4883 0.2431 -2.0765 -0.22 0.15 0.04
H -3.5391 1.5634 -1.3359 -0.03 0.07 0.09
H -4.0909 0.1938 -0.3339 0.15 0.00 -0.08
H -1.6090 1.2659 -2.7180 0.08 0.37 0.39
H -2.3643 0.0679 -3.6827 -0.62 -0.13 -0.02
H -0.3359 -0.4840 -4.0087 0.51 0.06 -0.07
H -0.7666 -1.6540 -2.7776 -0.08 -0.09 -0.14
H 0.5897 0.7710 -2.1810 0.64 0.38 0.46
H 2.0700 -0.4044 -3.6334 -0.67 0.08 -0.46
H 1.8619 -1.9079 -2.8246 -1.09 -0.05 0.48
H 3.2473 0.6353 -2.0927 -0.14 0.33 0.31
H 3.8820 -0.9577 -2.1645 0.03 -0.34 0.14
H 4.5579 -1.3730 0.0871 0.21 -0.03 0.01
H 3.6286 -0.7169 1.4454 -0.20 0.20 -0.23
H 4.4902 0.3878 0.3314 -0.18 0.09 -0.03
C 1.7175 -3.7738 -0.6384 1.46 0.24 -0.01
O 0.5643 -2.9530 -0.6629 -0.82 -1.01 -0.12
C -0.6224 -3.7499 -0.3463 -0.07 1.35 0.61
C -1.8183 -2.7850 -0.2500 -0.53 -2.34 -1.84
N -1.6248 -1.6090 0.5110 0.63 0.97 1.66
C -2.1119 -1.8059 1.9073 0.01 0.76 0.32
C -2.0985 -0.4610 2.6849 0.53 -0.47 -0.81
O -2.5523 0.6408 1.8770 0.33 -0.96 0.24
C -2.5120 1.8258 2.6491 -0.34 0.21 0.16
H 1.7605 -4.4960 -1.4537 -0.48 -0.13 0.01
H 1.8944 -4.2597 0.3212 -0.52 -0.14 0.10
H 2.5979 -3.1432 -0.7622 -0.15 0.28 -0.09
H -0.5089 -4.2315 0.6249 0.51 -0.01 0.10
H -0.7643 -4.5349 -1.0891 -0.06 0.18 -0.17
H -2.6328 -3.3878 0.1515 -0.18 -0.16 0.23
H -2.1772 -2.5716 -1.2568 0.29 0.45 -0.01
H -2.2380 -0.8790 0.1775 0.28 0.23 -0.59
H -1.5097 -2.5605 2.4133 0.32 0.30 0.14
H -3.1110 -2.2413 1.8955 -0.30 0.17 -0.33
H -1.0552 -0.3138 2.9639 0.12 0.41 0.15
H -2.6929 -0.5398 3.5952 -0.13 -0.08 0.05
H -2.7577 2.6981 2.0435 -0.07 -0.28 -0.26
H -1.5356 2.0151 3.0951 0.19 -0.24 -0.01
H -3.2539 1.7411 3.4432 -0.04 0.16 0.23

=====

[3]
66
Properties=species:S:1:pos:R:3:forces:R:3 method="wB97M-V/def2-TZVPD" e_above_lowest_kj_mol=0.0 charge=+2 lumo_ev=-5.51
Tl 0.5733 0.5061 -0.1531 0.11 0.08 0.20
C -3.3789 -1.4088 -3.2619 -0.04 0.02 -0.01
N -1.9673 -1.5002 -2.9047 0.09 -0.01 0.03
C -1.0621 -1.7418 -4.0269 0.01 -0.01 0.01
C -1.4914 -1.2616 -1.6993 -0.08 -0.06 -0.07
O -0.2623 -1.2791 -1.4396 -0.11 0.02 -0.06
C -2.4605 -0.9591 -0.5559 0.05 0.05 0.02
O -1.7428 -0.8102 0.6549 0.02 0.06 -0.07
C -1.4618 -2.0118 1.3345 -0.01 -0.10 0.10
C -0.0084 -2.0594 1.7895 -0.07 0.04 -0.05
O 0.8107 -1.1954 1.4121 0.12 0.02 0.03
N 0.3435 -3.0489 2.5965 -0.05 0.02 -0.01
C 1.7235 -3.1709 3.0622 0.02 0.00 -0.01
C -0.5604 -4.1446 2.9510 0.02 0.01 0.02
H -3.6910 -2.3328 -3.7467 0.00 0.00 0.01
H -3.5212 -0.5815 -3.9576 0.00 0.00 0.00
H -4.0081 -1.2386 -2.3953 0.01 -0.01 0.01
H -1.4358 -2.5863 -4.6034 0.01 0.00 0.00
H -0.0680 -1.9591 -3.6553 0.00 0.00 0.00
H -1.0254 -0.8604 -4.6674 -0.02 0.01 0.00
H -3.2238 -1.7344 -0.4661 0.00 0.00 0.00
H -2.9492 -0.0057 -0.7560 -0.05 -0.03 0.00
H -1.6584 -2.8876 0.7079 0.03 0.00 -0.01
H -2.1114 -2.0807 2.2105 -0.01 0.01 -0.02
H 2.2547 -2.2473 2.8652 0.01 0.00 0.01
H 2.2201 -3.9995 2.5558 0.01 0.00 0.00
H 1.7196 -3.3625 4.1333 0.00 -0.01 0.00
H -1.5566 -3.7809 3.1877 -0.01 -0.01 0.00
H -0.1684 -4.6321 3.8392 0.00 0.00 -0.01
H -0.6195 -4.8828 2.1501 0.00 0.00 0.00
C -1.9980 2.8210 2.9624 0.02 -0.06 0.03
C -1.2381 2.2701 1.7950 -0.04 0.07 0.03
N -0.1613 1.5941 1.9123 0.04 -0.02 -0.03
O 0.3730 1.3295 3.1465 0.00 0.01 0.02
C -1.7356 2.4948 0.4153 0.02 -0.01 -0.08
C -2.8572 3.4331 0.1173 -0.01 -0.01 -0.02
N -1.1703 1.8380 -0.5454 -0.05 -0.02 0.03
O -1.5724 1.9285 -1.7703 0.04 -0.03 -0.03
H -2.0356 2.0944 3.7774 -0.01 0.02 0.01
H -3.0235 3.0508 2.6916 0.00 0.01 -0.02
H -1.5379 3.7396 3.3359 0.00 0.00 0.00
H -0.0968 1.8485 3.8194 0.00 -0.01 0.00
H -3.8216 2.9197 0.1582 -0.01 0.01 0.01
H -2.7388 3.8096 -0.8965 0.00 0.00 0.01
H -2.8831 4.2670 0.8153 0.00 0.00 0.01
N 2.2028 2.2894 0.1089 0.00 -0.02 0.03
C 3.4276 1.9108 0.8594 0.04 -0.02 -0.05
C 4.2600 0.8889 0.0947 -0.06 0.00 0.05
C 3.6736 -0.5136 0.0246 0.03 0.07 0.01
N 2.4546 -0.5832 -0.8202 -0.02 -0.09 -0.04
H 2.4629 2.6691 -0.7985 -0.02 -0.02 -0.01
H 1.7176 3.0355 0.5997 0.00 0.00 0.01
H 3.1124 1.5079 1.8244 0.01 -0.01 0.00
H 4.0343 2.7964 1.0546 0.00 0.00 0.01
H 5.2292 0.8124 0.5897 0.00 -0.01 0.00
H 4.4748 1.2601 -0.9139 -0.01 0.00 -0.01
H 3.3905 -0.8572 1.0196 0.00 -0.01 0.00
H 4.4212 -1.2044 -0.3680 0.00 0.01 -0.01
H 2.1487 -1.5488 -0.9139 -0.05 0.02 -0.02
H 2.6318 -0.2454 -1.7642 0.04 -0.02 0.00
C 1.5894 2.0467 -3.4143 -0.01 0.07 0.02
O 0.7664 1.1975 -2.6166 0.03 0.02 0.02
H 1.7319 3.0301 -2.9559 -0.02 0.00 0.00
H 1.1519 2.1935 -4.4014 0.01 -0.02 -0.01
H 2.5603 1.5675 -3.5398 0.00 0.00 0.00
H -0.1576 1.5659 -2.5646 -0.03 -0.06 -0.05

=====

no.,largest force on an atom (Eh/bohr)
1,0.1001
2,0.0985
3,0.0047